No. 1
C7H18N4O | wB97M-V/def2-TZVPD

Last column: Mulliken charge in e.
CARTESIAN COORDINATES (ANGSTROEM)
C1 1.520 2.649 0.186  -0.7955
C2 2.066 0.326 -0.242  0.4444
C3 -3.316 1.151 -0.150  -1.4499
C4 -2.541 -0.024 -0.732  0.2587
C5 -2.469 -1.257 0.194  -0.7284
C6 -1.048 -0.788 0.552  0.6396
C7 0.071 -1.812 0.571  -1.4949
H1 2.038 3.609 0.315  0.3138
H2 0.776 2.523 0.997  0.2558
H3 0.991 2.654 -0.767  0.2766
H4 3.166 1.573 0.906  0.2384
H5 3.997 -0.305 -0.224  0.2440
H6 3.244 -2.622 0.083  0.2123
H7 3.104 -2.072 -1.510  0.2408
H8 -3.022 1.345 0.894  0.3121
H9 -3.141 2.067 -0.733  0.3422
H10 -4.395 0.955 -0.168  0.3788
H11 -2.882 -0.223 -1.760  0.2838
H12 -3.211 -1.313 1.010  0.2846
H13 -2.467 -2.210 -0.357  0.2700
H14 -1.036 -0.209 1.498  0.1007
H15 -0.058 -2.506 1.399  0.4614
H16 1.067 -1.357 0.697  0.2405
H17 0.074 -2.383 -0.369  0.2861
H18 -0.765 1.015 -0.494  0.0964
N1 2.497 1.577 0.158  -0.3528
N2 3.061 -0.642 -0.061  -0.2399
N3 2.782 -1.929 -0.526  -0.4222
N4 -1.083 0.089 -0.639  -0.1595
O1 0.978 0.116 -0.728  -0.5379

Computed properties:
Largest force on an atom (eV/Å): 3.9
LUMO (eV): 0.74
Total energy (eV): -15556.194
SMILES: C[C@@H]1C[C@@H](C)N1.CNC(=O)NN
Energy relative to the best compared isomer or geometry (same formula, charge and spin) (eV): 0.624
HOMO-LUMO gap (eV): 8.32


No. 2
C7H18O4 | wB97M-V/def2-TZVPD

Last column: Mulliken charge in e.
CARTESIAN COORDINATES (ANGSTROEM)
C1 1.359 0.817 1.001  0.0325
C2 1.381 2.064 0.636  -0.9378
C3 -0.778 -0.563 1.296  -0.2628
C4 0.361 -0.233 0.678  0.2935
C5 0.726 -0.889 -0.588  -0.2088
C6 0.729 -2.209 -0.832  -0.6561
C7 -1.786 -1.583 0.838  -0.9446
H1 2.098 0.579 1.725  0.0503
H2 0.796 2.634 -0.075  0.1831
H3 2.182 2.654 1.114  0.2479
H4 -1.229 -0.190 2.237  0.3179
H5 1.261 -0.187 -1.336  0.7044
H6 1.065 -2.723 -1.722  0.3067
H7 0.176 -2.898 -0.203  0.1519
H8 -2.531 -1.983 1.562  0.3660
H9 -2.389 -1.439 -0.129  0.1285
H10 -1.188 -2.584 0.847  0.1646
H11 -1.187 1.647 0.707  0.3149
H12 -2.440 2.042 0.225  0.2644
O1 -2.032 1.932 1.035  -0.6461
H13 2.506 -1.271 0.720  0.4531
H14 2.777 -0.922 2.145  0.2966
O2 2.912 -1.570 1.502  -0.6176
H15 -1.624 -0.750 -2.751  0.3240
H16 -0.204 -0.074 -2.587  0.4079
O3 -1.195 0.140 -2.833  -0.7315
H17 -0.462 3.286 -1.596  0.2939
H18 -1.020 1.926 -2.041  0.2997
O4 -0.261 2.350 -1.573  -0.5964

Computed properties:
Largest force on an atom (eV/Å): 3.6
LUMO (eV): 0.44
Total energy (eV): -15737.008
SMILES: C=CC(C=C)=CC.O.O.O.O
Energy relative to the best compared isomer or geometry (same formula, charge and spin) (eV): 3.370
HOMO-LUMO gap (eV): 9.50


No. 3
C7H18O4 | wB97M-V/def2-TZVPD

Last column: Mulliken charge in e.
CARTESIAN COORDINATES (ANGSTROEM)
O1 -2.102 -2.147 -2.677  -0.4926
C1 -0.938 -1.811 -2.792  -0.1358
C2 -0.536 -0.377 -2.942  -0.3640
C3 0.014 -0.116 -1.481  -1.2019
C4 -0.902 0.193 -0.349  0.9641
C5 -1.095 -0.705 0.618  -1.3063
C6 -1.528 1.541 -0.377  -0.6757
C7 -0.812 2.368 0.716  -1.0193
H1 -0.251 -2.656 -2.865  0.4179
H2 0.370 -0.332 -3.588  0.3045
H3 -1.314 0.344 -3.208  0.3337
H4 0.679 0.777 -1.650  0.2914
H5 0.814 -0.818 -1.174  0.6340
H6 -0.657 -1.684 0.397  0.4038
H7 -1.714 -0.426 1.471  0.3067
H8 -1.401 2.174 -1.245  0.2850
H9 -2.578 1.613 -0.100  0.3901
H10 -0.946 2.099 1.801  0.2587
H11 -0.950 3.432 0.795  0.4236
H12 0.273 2.189 0.571  0.1921
H13 1.067 -2.124 2.206  0.2782
H14 1.841 -3.384 1.806  0.3239
O2 1.966 -2.476 2.093  -0.6600
H15 1.038 -0.019 3.258  0.3009
H16 1.449 1.518 2.997  0.3158
O3 1.419 0.782 3.608  -0.6110
H17 2.021 -0.660 0.918  0.2473
H18 2.851 0.477 0.658  0.2601
O4 1.922 0.227 0.534  -0.4652

Computed properties:
Largest force on an atom (eV/Å): 3.1
LUMO (eV): 0.27
Total energy (eV): -15738.903
SMILES: C=C(CC)CCC=O.O.O.O
Energy relative to the best compared isomer or geometry (same formula, charge and spin) (eV): 1.474
HOMO-LUMO gap (eV): 9.47


No. 4
C7H18OSi | wB97M-V/def2-TZVPD

Last column: Mulliken charge in e.
CARTESIAN COORDINATES (ANGSTROEM)
O1 -0.912 -2.622 0.576  -0.5165
C1 2.012 0.590 -2.203  -1.0981
C2 -1.588 2.065 0.843  -1.3067
C3 0.538 -0.604 2.495  -1.0846
C4 -1.344 -1.660 -0.316  -0.5225
C5 0.941 -0.429 -1.817  -0.5114
C6 -0.968 1.532 -0.497  -0.3973
C7 1.091 -0.575 1.060  -0.5093
Si1 -0.093 -0.173 -0.343  0.2103
H1 -1.622 -2.826 1.237  0.3133
H2 1.592 1.607 -2.123  0.2233
H3 2.255 0.392 -3.274  0.3385
H4 3.009 0.568 -1.704  0.2935
H5 -0.839 2.379 1.546  0.3283
H6 -2.188 2.989 0.669  0.3361
H7 -2.206 1.378 1.327  0.3783
H8 0.009 0.349 2.640  0.2142
H9 1.321 -0.636 3.251  0.3794
H10 -0.245 -1.339 2.687  0.2060
H11 -2.323 -1.186 -0.034  0.3261
H12 -1.371 -2.077 -1.330  0.2666
H13 0.255 -0.462 -2.638  0.3788
H14 1.279 -1.383 -1.589  0.3262
H15 -1.704 1.179 -1.285  0.2835
H16 -0.290 2.252 -0.936  0.3508
H17 1.553 -1.489 0.766  0.3664
H18 1.837 0.182 0.991  0.4267

Computed properties:
Largest force on an atom (eV/Å): 2.9
LUMO (eV): 0.76
Total energy (eV): -17475.408
SMILES: CC[Si](CC)(CC)CO
Energy relative to the best compared isomer or geometry (same formula, charge and spin) (eV): 0.617
HOMO-LUMO gap (eV): 9.76


No. 5
C7H19AgBrClNbO3P | wB97M-V/def2-TZVPD

Last column: Mulliken charge in e.
CARTESIAN COORDINATES (ANGSTROEM)
C1 -2.454 -1.048 2.683  -1.2439
C2 -1.523 -2.053 2.054  0.2897
O1 -2.086 -2.520 0.834  -0.3809
C3 -1.192 -2.742 -0.217  -0.5687
C4 -1.190 -1.587 -1.213  -0.2919
O2 -1.363 -0.324 -0.564  -0.5317
Nb1 -0.042 0.966 -0.231  -0.1916
C5 1.810 -0.338 -0.214  -0.2524
Br1 2.301 -0.336 1.716  -0.1253
C6 3.087 -0.027 -1.009  -0.5700
C7 3.338 1.405 -1.446  -1.0215
P1 -1.977 2.775 -0.273  0.4475
O3 -2.113 3.408 -1.790  -0.5039
Cl1 -1.241 4.483 0.746  -0.2873
H1 -3.301 -1.531 3.160  0.3571
H2 -2.806 -0.366 1.916  0.2404
H3 -1.916 -0.472 3.431  0.3515
H4 -1.340 -2.899 2.718  0.3634
H5 -0.568 -1.568 1.849  -0.1725
H6 -0.183 -2.961 0.140  0.3176
H7 -1.536 -3.628 -0.750  0.3770
H8 -0.287 -1.613 -1.824  0.2854
H9 -2.032 -1.718 -1.889  0.3975
H10 0.105 1.522 -1.989  0.0170
H11 1.053 2.416 0.292  0.4912
H12 -0.480 1.017 1.543  0.1920
H13 1.579 -1.379 -0.427  0.3390
H14 3.093 -0.668 -1.891  0.2479
H15 3.945 -0.335 -0.415  0.3782
H16 4.365 1.480 -1.797  0.4088
H17 3.240 2.107 -0.622  0.1192
H18 2.711 1.699 -2.282  0.2390
H19 -2.114 2.671 -2.419  0.3024
Ag1 1.116 4.165 0.179  -0.0202

Computed properties:
Largest force on an atom (eV/Å): 3.2
LUMO (eV): -1.01
Total energy (eV): -111108.346
HOMO-LUMO gap (eV): 6.36


No. 6
C7H19CuN2O | wB97M-V/def2-TZVPD

Last column: Mulliken charge in e.
CARTESIAN COORDINATES (ANGSTROEM)
C1 -0.002 0.169 -1.491  -0.6693
Cu1 -0.909 -0.970 -0.225  -0.9158
N1 -1.488 -2.433 0.908  -0.2370
H1 3.452 1.763 -0.902  0.0591
H2 2.877 2.181 -1.154  -0.0653
H3 0.444 1.018 -0.966  -0.0260
H4 -0.771 0.492 -2.207  0.1549
H5 0.742 -0.481 -1.972  0.2426
H6 -2.343 -2.152 1.391  0.4031
H7 -0.760 -2.492 1.624  0.3030
H8 -1.629 -3.360 0.507  0.1840
O1 -0.980 -0.138 1.692  0.3399
C2 -0.964 0.992 2.241  -0.4783
C3 -0.889 1.088 3.745  -1.5126
C4 0.277 1.923 4.260  -0.8169
C5 -0.038 3.416 4.278  -1.3239
C6 -0.154 4.035 2.889  -0.6637
C7 -1.291 3.460 2.047  -1.4001
N2 -0.983 2.121 1.508  0.4769
H9 -1.846 1.491 4.106  0.2075
H10 -0.784 0.065 4.118  0.7819
H11 0.505 1.595 5.281  0.8297
H12 1.179 1.735 3.663  0.1989
H13 -0.974 3.580 4.829  0.8136
H14 0.758 3.936 4.821  0.3262
H15 -0.339 5.111 2.999  0.4813
H16 0.795 3.935 2.346  0.2995
H17 -2.212 3.406 2.657  0.4901
H18 -1.480 4.119 1.191  0.4667
H19 -1.171 1.973 0.513  0.0499

Computed properties:
Largest force on an atom (eV/Å): 2.9
LUMO (spin up / spin down) (eV): 3.32 / 3.44
Total energy (eV): -57232.618
Charge: -1
Spin multiplicity: 2
Energy relative to the best compared isomer or geometry (same formula, charge and spin) (eV): 0.000
HOMO-LUMO gap (spin up / spin down) (eV): 2.33 / 6.84


No. 7
C7H19F3NO2Si | wB97M-V/def2-TZVPD

Last column: Mulliken charge in e.
CARTESIAN COORDINATES (ANGSTROEM)
O1 2.458 4.576 1.641  -0.5357
C1 1.614 3.708 0.913  -0.2037
C2 0.210 3.626 1.522  -0.8985
Si1 -1.096 2.623 0.575  0.5627
C3 2.281 2.318 0.764  0.8666
F1 2.100 1.812 -0.485  -0.2507
F2 1.758 1.394 1.623  -0.2871
F3 3.590 2.344 0.987  -0.2648
H1 2.384 4.370 2.582  0.3540
H2 1.564 4.145 -0.091  0.3575
H3 -0.160 4.657 1.588  0.4214
H4 0.269 3.241 2.547  0.4018
H5 -2.014 3.490 -0.187  -0.1625
H6 -1.911 1.877 1.562  -0.1856
H7 -0.420 1.662 -0.318  -0.1661
C4 -0.186 -4.114 -0.712  -1.4272
C5 -0.098 -2.938 -1.669  0.0867
C6 -0.019 -1.558 -1.015  -0.5991
O2 -1.264 -1.216 -0.446  -0.3954
C7 -1.410 -1.451 0.961  -0.7011
N1 -1.366 -2.884 -2.491  -0.2623
H8 -1.132 -4.127 -0.169  0.3880
H9 -0.085 -5.062 -1.241  0.4268
H10 0.619 -4.055 0.017  0.3538
H11 0.727 -3.075 -2.367  0.3804
H12 0.197 -0.807 -1.780  0.3540
H13 0.791 -1.525 -0.285  0.4716
H14 -0.441 -1.445 1.462  0.3275
H15 -1.915 -2.401 1.145  0.3002
H16 -2.021 -0.646 1.363  0.2278
H17 -1.670 -3.804 -2.811  0.3572
H18 -1.270 -2.271 -3.302  0.3544
H19 -2.087 -2.466 -1.883  0.3472

Computed properties:
Largest force on an atom (eV/Å): 0.4
LUMO (eV): -3.34
Total energy (eV): -29175.474
Charge: +1
HOMO-LUMO gap (eV): 9.70


No. 8
C7H19N3O2 | wB97M-V/def2-TZVPD

Last column: Mulliken charge in e.
CARTESIAN COORDINATES (ANGSTROEM)
C1 0.671 0.696 2.947  -1.4536
C2 1.799 -0.175 2.393  0.4652
C3 1.595 -1.620 2.807  -0.8020
C4 1.895 -0.030 0.883  -0.4106
C5 -0.454 2.450 -1.050  -0.3835
C6 -1.901 0.869 -2.289  -0.6201
C7 -1.053 -0.341 -2.142  -0.0879
H1 0.766 1.726 2.595  0.3384
H2 0.657 0.725 4.039  0.4270
H3 -0.295 0.307 2.613  0.3112
H4 2.731 0.165 2.855  0.3889
H5 1.430 -1.630 3.903  0.3300
H6 2.506 -2.231 2.620  0.3990
H7 0.467 -3.093 2.209  0.2979
H8 2.630 -0.729 0.451  0.2540
H9 0.917 -0.256 0.444  0.1295
H10 2.906 1.650 1.034  0.3260
H11 -1.156 2.753 -0.265  0.2779
H12 0.248 3.283 -1.244  0.3125
H13 0.173 1.588 -0.740  -0.1451
H14 -1.669 2.860 -2.689  0.2369
H15 -2.640 0.775 -1.488  0.2274
H16 -2.464 0.821 -3.240  0.3867
H17 0.006 -0.178 -1.991  0.6462
H18 -3.381 -1.150 -2.647  0.2112
H19 -3.072 -2.747 -2.040  0.2327
N1 -1.113 2.103 -2.326  -0.3921
N2 -1.469 -1.546 -2.101  -0.5235
N3 -2.725 -1.905 -2.483  -0.3842
O1 0.456 -2.107 2.092  -0.5041
O2 2.178 1.320 0.490  -0.4919

Computed properties:
Largest force on an atom (eV/Å): 1.9
LUMO (eV): 0.80
Total energy (eV): -16130.228
SMILES: CNC/C=N\N.CC(CO)CO
Energy relative to the best compared isomer or geometry (same formula, charge and spin) (eV): 1.731
HOMO-LUMO gap (eV): 9.15